[1]
This record from the Open Molecules 2025 dataset describes a cluster of 2 separate species, C3H4N2O6 in total in a non-equilibrium geometry. The level of theory is ωB97M-V with the def2-TZVPD basis set.

```
15
Properties=species:S:1:pos:R:3:forces:R:3:nbo_charge:R:1
O -0.257 1.214 -0.489 0.49 -1.70 0.64 -0.73
C 0.435 0.352 0.392 -0.98 -0.20 -0.49 0.39
O 0.456 0.858 1.682 -0.04 -0.74 -0.57 -0.70
C 0.739 -0.934 0.065 0.65 3.39 -1.64 0.46
O 0.654 -1.350 -1.277 1.61 -0.68 2.23 -0.70
O 1.437 -1.611 1.002 -1.23 -0.74 0.10 -0.68
H 0.261 2.006 -0.507 0.46 0.93 -0.17 0.49
H 0.142 0.125 2.227 0.23 0.24 0.38 0.49
H -0.142 -0.986 -1.650 -0.64 0.30 -0.03 0.51
H 2.191 -2.032 0.620 0.85 -0.54 -0.54 0.49
O -3.273 2.612 -0.564 -0.18 0.78 0.57 -0.46
C -3.070 1.500 -0.328 0.34 -2.07 -0.81 0.90
N -2.814 0.318 -0.377 -0.27 2.66 -1.22 -0.43
N -2.624 -0.881 0.112 -0.19 -1.98 1.85 0.27
O -1.641 -1.447 -0.279 -1.11 0.33 -0.32 -0.30
```
Positions in Å, forces in eV/Å.

Summary:
**Relative energy (zero: lowest compared OMol25 entry of this formula, charge and spin)**: 51.10 kJ/mol
**LUMO energy**: -0.0305 hartree
**E_tot**: -18435.635 eV
**SMILES string**: OC(O)=C(O)O.O=C=NN=O
**E_HOMO**: -8.08 eV
**Charge**: 0
**Gap between HOMO and LUMO**: 0.2666 hartree



[2]
This record from the Open Molecules 2025 dataset describes an isolated molecule of C3H4N2OS in a non-equilibrium geometry. The level of theory is ωB97M-V with the def2-TZVPD basis set.

```
11
Properties=species:S:1:pos:R:3:forces:R:3:nbo_charge:R:1
C 0.517 0.313 -0.037 -0.53 0.53 0.44 0.06
C 3.065 0.382 -0.021 -1.91 2.09 0.29 0.82
C -0.967 0.512 -0.021 0.63 5.27 0.09 -0.67
N 1.293 1.282 0.072 3.72 -1.47 -0.74 -0.44
N 2.666 -0.890 -0.053 1.08 -1.40 0.59 -0.81
O 4.168 0.823 0.007 -1.46 0.18 0.00 -0.52
S 1.072 -1.417 0.010 -0.29 0.76 -0.29 0.42
H -1.439 -0.359 0.153 -2.03 -2.75 1.18 0.21
H -1.413 0.959 -0.921 0.72 -0.57 -0.41 0.25
H -1.205 1.453 0.668 0.45 -2.56 -0.66 0.25
H 3.367 -1.479 0.403 -0.39 -0.09 -0.48 0.43
```
Positions in Å, forces in eV/Å.

Summary:
**Relative energy (zero: lowest compared OMol25 entry of this formula, charge and spin)**: 250.18 kJ/mol
**LUMO energy**: 0.0136 hartree
**E_tot**: -19036.456 eV
**E_HOMO**: -9.27 eV
**Charge**: 0
**Gap between HOMO and LUMO**: 0.3544 hartree



[3]
This record from the Open Molecules 2025 dataset describes an isolated molecule of C3H4N2OS in a non-equilibrium geometry. The level of theory is ωB97M-V with the def2-TZVPD basis set.

```
11
Properties=species:S:1:pos:R:3:forces:R:3:nbo_charge:R:1
O -1.313 2.068 -0.028 -0.83 -1.61 -0.46 -0.53
N -0.728 0.835 -0.029 1.08 -0.24 -0.19 0.09
N 0.615 0.651 -0.145 -0.55 -1.13 -0.29 -0.36
C 0.792 -0.723 -0.142 -0.46 0.56 0.61 -0.01
C -0.399 -1.344 0.120 0.21 -0.31 -0.40 -0.33
C -1.403 -0.331 -0.006 0.99 0.38 1.23 -0.02
S -3.040 -0.223 -0.009 -1.73 -0.08 -0.03 -0.24
H -2.282 1.612 -0.137 0.47 1.14 0.27 0.47
H 1.215 1.441 -0.288 0.16 -0.08 -0.19 0.44
H 1.693 -1.238 -0.382 0.79 0.36 0.31 0.23
H -0.512 -2.401 0.436 -0.13 1.01 -0.87 0.26
```
Positions in Å, forces in eV/Å.

Summary:
**Relative energy (zero: lowest compared OMol25 entry of this formula, charge and spin)**: 336.35 kJ/mol
**LUMO energy**: 0.0225 hartree
**E_tot**: -19035.562 eV
**SMILES string**: On1[nH]ccc1=S
**E_HOMO**: -7.95 eV
**Charge**: 0
**Gap between HOMO and LUMO**: 0.3148 hartree



[4]
This record from the Open Molecules 2025 dataset describes an isolated molecule of C3H4N2OS in a non-equilibrium geometry. The level of theory is ωB97M-V with the def2-TZVPD basis set.

```
11
Properties=species:S:1:pos:R:3:forces:R:3:nbo_charge:R:1
H -2.199 0.670 -0.112 -0.07 -0.40 -0.02 0.37
N -2.568 -0.283 -0.007 -0.78 0.95 -0.38 -0.62
C -1.707 -1.177 0.000 -0.15 -0.57 1.11 0.26
N -0.311 -1.074 0.035 0.29 -0.45 -0.49 -0.59
C 0.573 -0.049 0.033 0.35 -0.66 0.16 -0.01
S 2.185 -0.380 -0.064 -0.32 0.47 -0.03 -0.03
C 0.203 1.407 0.219 -0.65 0.90 -0.23 0.38
O -0.769 2.014 -0.187 0.90 -1.01 0.28 -0.49
H -2.017 -2.223 0.175 0.21 0.38 -0.41 0.17
H 0.138 -1.984 -0.019 0.13 0.30 0.00 0.42
H 1.005 1.923 0.759 0.11 0.10 0.01 0.15
```
Positions in Å, forces in eV/Å.

Summary:
**Relative energy (zero: lowest compared OMol25 entry of this formula, charge and spin)**: 147.19 kJ/mol
**LUMO energy**: -0.0505 hartree
**E_tot**: -19037.523 eV
**SMILES string**: [H]/N=C\NC(=S)C=O
**E_HOMO**: -9.59 eV
**Charge**: 0
**Gap between HOMO and LUMO**: 0.3018 hartree



[5]
This record from the Open Molecules 2025 dataset describes an isolated molecule of C3H4N2OS in a non-equilibrium geometry. The level of theory is ωB97M-V with the def2-TZVPD basis set.

```
11
Properties=species:S:1:pos:R:3:forces:R:3:nbo_charge:R:1
N 3.261 -0.968 -0.067 -1.42 0.64 0.29 -0.30
C 2.121 -0.782 0.046 0.89 -1.09 -0.46 0.26
C 0.634 -0.882 0.086 1.55 1.45 -2.02 -0.65
S 0.011 0.483 1.032 -0.65 0.94 0.94 0.27
C -1.198 1.304 0.043 -0.17 -0.30 -0.88 -0.15
N -1.987 0.857 -0.866 0.16 1.21 0.42 -0.14
O -1.919 -0.491 -1.122 0.04 -0.64 0.00 -0.58
H 0.278 -0.785 -0.964 0.20 -0.41 0.89 0.30
H 0.419 -1.811 0.519 -0.69 -1.31 0.46 0.26
H -1.218 2.401 0.231 -0.24 -1.00 -0.17 0.23
H -2.561 -0.668 -1.835 0.33 0.49 0.53 0.49
```
Positions in Å, forces in eV/Å.

Summary:
**Relative energy (zero: lowest compared OMol25 entry of this formula, charge and spin)**: 286.87 kJ/mol
**LUMO energy**: 0.0170 hartree
**E_tot**: -19036.075 eV
**SMILES string**: N#CCS/C=N\O
**E_HOMO**: -9.42 eV
**Charge**: 0
**Gap between HOMO and LUMO**: 0.3631 hartree



[6]
This record from the Open Molecules 2025 dataset describes an isolated molecule of C3H4N2OS2 in a non-equilibrium geometry. The level of theory is ωB97M-V with the def2-TZVPD basis set.

```
12
Properties=species:S:1:pos:R:3:forces:R:3:nbo_charge:R:1
C -2.565 0.291 -1.022 -2.01 0.37 2.34 -0.48
C -1.485 -0.246 -1.522 4.15 -1.30 0.23 -0.14
C 1.945 0.506 0.767 -0.35 -2.09 0.29 -0.80
N -0.514 -0.367 -0.409 -2.00 0.71 1.35 -0.29
N -0.954 -0.010 0.780 0.19 -0.40 -0.37 -0.44
O 2.191 -1.840 -0.582 1.70 -0.64 -1.94 -0.83
S -2.514 0.508 0.830 1.49 -0.54 -2.57 0.55
S 1.312 -1.269 0.356 -3.02 2.59 1.87 1.43
H -3.503 0.318 -1.531 -0.48 0.48 -0.02 0.23
H 2.981 0.238 1.198 -1.72 0.96 -0.50 0.25
H 1.141 1.022 1.395 1.61 -0.82 -0.74 0.28
H 1.966 0.849 -0.261 0.44 0.67 0.07 0.25
```
Positions in Å, forces in eV/Å.

Summary:
**Relative energy (zero: lowest compared OMol25 entry of this formula, charge and spin)**: 601.38 kJ/mol
**LUMO energy**: -0.0429 hartree
**E_tot**: -29867.911 eV
**E_HOMO**: -8.21 eV
**Charge**: 0
**Gap between HOMO and LUMO**: 0.2586 hartree



[7]
This record from the Open Molecules 2025 dataset describes an isolated molecule of C3H4N2OS2 in a non-equilibrium geometry. The level of theory is ωB97M-V with the def2-TZVPD basis set.

```
12
Properties=species:S:1:pos:R:3:forces:R:3:nbo_charge:R:1
S 2.786 -1.082 -0.091 -2.33 1.57 0.48 -0.02
C 1.459 -0.072 0.110 1.72 -0.18 0.06 0.24
C 1.468 1.486 0.311 -0.16 -2.37 -3.89 -0.34
N 0.084 1.805 -0.401 1.94 -1.42 3.06 -0.58
C -0.699 0.611 -0.082 1.10 1.19 -0.61 0.63
N -1.942 0.688 -0.026 -1.34 -2.02 -0.25 -0.58
S -3.000 -0.794 0.012 3.62 0.32 1.07 0.14
O 0.171 -0.482 0.055 -0.54 0.09 -0.27 -0.49
H 2.382 1.759 -0.308 -1.43 0.45 1.01 0.25
H 1.549 1.696 1.354 -0.13 0.52 0.66 0.23
H -0.313 2.474 0.244 -0.46 0.78 -0.52 0.38
H -1.916 -1.662 0.485 -1.99 1.07 -0.80 0.14
```
Positions in Å, forces in eV/Å.

Summary:
**Relative energy (zero: lowest compared OMol25 entry of this formula, charge and spin)**: 226.67 kJ/mol
**LUMO energy**: -0.0141 hartree
**E_tot**: -29871.794 eV
**SMILES string**: S=C1CN/C(=N/S)O1
**E_HOMO**: -9.26 eV
**Charge**: 0
**Gap between HOMO and LUMO**: 0.3261 hartree



[8]
This record from the Open Molecules 2025 dataset describes an isolated molecule of C3H4N2OS2 in a non-equilibrium geometry. The level of theory is ωB97M-V with the def2-TZVPD basis set.

```
12
Properties=species:S:1:pos:R:3:forces:R:3:nbo_charge:R:1
H -0.567 2.975 0.601 0.56 1.34 -0.09 0.33
N -1.022 2.096 0.646 1.85 -3.45 -0.97 -0.58
C -0.220 1.165 0.155 0.15 3.60 0.19 0.29
N 1.035 1.436 -0.523 -0.16 -1.51 0.48 -0.34
O 2.012 0.306 -0.717 -1.59 1.59 0.80 -0.37
C 1.961 -0.573 0.430 0.36 -0.72 -2.71 -0.25
S 0.420 -1.544 0.245 0.41 1.08 0.92 0.37
C -0.667 -0.191 0.086 -1.52 -2.42 -0.57 -0.39
S -2.202 -0.550 -0.313 0.06 0.10 0.16 0.13
H 1.521 2.229 -0.123 0.34 -0.13 0.03 0.37
H 2.728 -1.343 0.199 -0.14 0.72 0.55 0.23
H 2.191 0.057 1.259 -0.31 -0.22 1.22 0.20
```
Positions in Å, forces in eV/Å.

Summary:
**Relative energy (zero: lowest compared OMol25 entry of this formula, charge and spin)**: 348.12 kJ/mol
**LUMO energy**: -0.0389 hartree
**E_tot**: -29870.536 eV
**SMILES string**: [H]/N=C1\NOCSC1=S
**E_HOMO**: -8.92 eV
**Charge**: 0
**Gap between HOMO and LUMO**: 0.2889 hartree



[9]
This record from the Open Molecules 2025 dataset describes an isolated molecule of C3H4N2OS2 in a non-equilibrium geometry. The level of theory is ωB97M-V with the def2-TZVPD basis set.

```
12
Properties=species:S:1:pos:R:3:forces:R:3:nbo_charge:R:1
N -2.316 -0.134 -0.185 -4.38 0.56 0.82 -0.64
N -1.259 -0.928 -0.209 -2.96 -2.84 -0.24 -0.25
C -0.130 -0.522 -0.106 4.15 1.80 0.68 0.07
C 0.239 0.949 0.057 1.17 -1.18 1.52 -0.61
S 2.024 1.137 -0.210 0.23 0.18 -0.15 0.25
C 2.544 -0.570 -0.141 0.14 -1.17 0.87 0.24
O 3.683 -0.950 -0.013 -1.23 0.84 -0.57 -0.54
S 1.152 -1.750 -0.090 0.69 0.99 -0.17 0.28
H -2.406 0.634 0.529 0.72 -0.98 -0.82 0.35
H -3.194 -0.750 -0.083 1.93 1.50 -0.30 0.37
H -0.331 1.525 -0.605 -0.65 0.81 -1.45 0.24
H -0.008 1.359 1.056 0.18 -0.51 -0.20 0.23
```
Positions in Å, forces in eV/Å.

Summary:
**Relative energy (zero: lowest compared OMol25 entry of this formula, charge and spin)**: 143.03 kJ/mol
**LUMO energy**: 0.0154 hartree
**E_tot**: -29872.661 eV
**SMILES string**: N/N=C1\CSC(=O)S1
**E_HOMO**: -8.85 eV
**Charge**: 0
**Gap between HOMO and LUMO**: 0.3406 hartree



[10]
This record from the Open Molecules 2025 dataset describes an isolated molecule of C3H4N2S in a non-equilibrium geometry. The level of theory is ωB97M-V with the def2-TZVPD basis set.

```
10
Properties=species:S:1:pos:R:3:forces:R:3:nbo_charge:R:1
C 1.717 -0.085 -0.002 -0.10 1.55 -0.08 -0.69
C 0.241 -0.047 -0.157 -1.26 -0.42 1.09 0.05
N -0.395 1.129 -0.092 2.13 -2.27 -0.25 -0.27
N -1.697 0.948 0.010 -0.96 2.52 0.16 -0.24
C -2.108 -0.239 0.057 0.64 -1.36 -0.42 -0.16
S -0.861 -1.432 -0.104 0.46 1.24 0.16 0.35
H 2.111 -0.025 1.009 -0.68 -0.16 0.54 0.24
H 2.349 -0.830 -0.462 -0.36 -0.04 -0.84 0.24
H 1.783 0.951 -0.349 1.61 -0.16 -0.44 0.26
H -3.139 -0.371 0.090 -1.49 -0.91 0.10 0.22
```
Positions in Å, forces in eV/Å.

Summary:
**Relative energy (zero: lowest compared OMol25 entry of this formula, charge and spin)**: 158.36 kJ/mol
**LUMO energy**: 0.0237 hartree
**E_tot**: -16989.850 eV
**SMILES string**: Cc1nncs1
**E_HOMO**: -9.92 eV
**Charge**: 0
**Gap between HOMO and LUMO**: 0.3884 hartree



Which formula does entry 3 have?
C3H4N2OS



E_HOMO of number 7 (C3H4N2OS2)?
-9.26 eV



Which value of E_tot does entry 9 give?
-29872.661 eV